No. 1
{"formula": "C4H10O2", "method": "the ωB97M-V functional and the def2-TZVPD basis", "species": ["C", "C", "C", "O", "C", "O", "H", "H", "H", "H", "H", "H", "H", "H", "H", "H"], "coordinates": [[-1.53565, -1.02362, -0.29701], [-0.41375, -0.02429, -0.32596], [-0.88279, 1.38606, -0.09908], [0.46446, -0.37565, 0.93731], [1.61113, -0.23499, -0.33466], [2.74992, -0.10618, 0.47232], [-1.16970, -2.05650, -0.33938], [-2.17300, -0.93071, 0.60393], [-2.17454, -0.86770, -1.17512], [-1.52213, 1.69751, -0.93275], [-1.47935, 1.50388, 0.82959], [-0.04921, 2.10398, -0.05482], [0.52732, 0.39452, 1.52999], [1.55136, -1.19408, -0.83920], [1.65150, 0.63484, -0.98216], [2.84443, -0.90704, 1.00698]], "total_charge": 0, "de_lowest_kcal_mol": 126.27, "total_energy_ha": -308.69693, "homo_ev": -6.850, "gap_ev": 7.542}

***

No. 2
{"formula": "C4H10O2", "method": "the ωB97M-V functional and the def2-TZVPD basis", "species": ["C", "C", "C", "C", "O", "H", "H", "H", "H", "H", "H", "H", "H", "O", "H", "H"], "coordinates": [[-0.18356, -1.81745, 1.05242], [0.00725, -1.04454, -0.09096], [-0.50758, 0.24695, -0.23754], [-0.48329, 1.06665, -1.45686], [-1.27545, 2.38010, -1.19513], [0.61637, -2.48307, 1.32504], [-0.75346, -1.47417, 1.96230], [-0.80071, -2.68716, 0.60608], [0.39294, -1.44975, -1.13632], [-1.04211, 0.62387, 0.58303], [-0.94352, 0.71287, -2.38324], [0.46726, 1.51429, -1.82901], [-0.56981, 2.98481, -1.30603], [1.91857, 0.80440, 1.51065], [1.87978, 0.41714, 0.65609], [1.27732, 0.20506, 1.93946]], "total_charge": 0, "de_lowest_kcal_mol": 67.41, "total_energy_ha": -308.79073, "homo_ev": -9.101, "smiles": "C/C=C/CO.O", "gap_ev": 9.926}

***

No. 3
{"formula": "C4H10O2", "method": "the ωB97M-V functional and the def2-TZVPD basis", "species": ["C", "C", "C", "O", "C", "O", "H", "H", "H", "H", "H", "H", "H", "H", "H", "H"], "coordinates": [[1.10688, 0.62614, 1.25376], [0.07699, 0.34692, 0.13567], [-1.07559, -1.06108, 0.52091], [-0.57135, 1.58166, -0.06918], [0.61848, -0.05156, -1.24353], [-0.59012, -0.21252, -1.97544], [2.08540, 0.97025, 0.86886], [0.75594, 1.44448, 1.89950], [1.28412, -0.26001, 1.86275], [-0.53782, -1.89788, 0.99229], [-1.89191, -0.76525, 1.19337], [-1.65333, -1.65384, -0.25226], [-0.86465, 1.58959, -0.99775], [1.20909, 0.72289, -1.77124], [1.24148, -0.95425, -1.18382], [-1.19362, -0.42553, -1.23392]], "total_charge": 0, "de_lowest_kcal_mol": 52.26, "total_energy_ha": -308.81488, "homo_ev": -10.058, "smiles": "CC(C)(O)CO", "gap_ev": 10.918}

***

No. 4
{"formula": "C4H10O2", "method": "the ωB97M-V functional and the def2-TZVPD basis", "species": ["C", "O", "C", "C", "C", "O", "H", "H", "H", "H", "H", "H", "H", "H", "H", "H"], "coordinates": [[2.50316, -0.44121, -0.39541], [1.34545, -0.37563, 0.39853], [0.20342, -0.01345, -0.34601], [-0.92755, 0.22815, 0.63690], [-2.17994, 0.72564, -0.05927], [-1.25002, -0.97518, 1.30740], [2.42130, -1.21486, -1.17382], [2.69784, 0.52442, -0.88792], [3.34253, -0.67898, 0.26181], [-0.08005, -0.82512, -1.03676], [0.40352, 0.89335, -0.93917], [-0.57898, 0.98432, 1.35963], [-2.97469, 0.89600, 0.67194], [-2.53249, -0.01877, -0.78071], [-1.98451, 1.66600, -0.58584], [-0.40899, -1.37469, 1.56871]], "total_charge": 0, "de_lowest_kcal_mol": 22.40, "total_energy_ha": -308.86247, "homo_ev": -10.162, "smiles": "COC[C@@H](C)O", "gap_ev": 11.163}

***

No. 5
{"formula": "C4H10O2", "method": "the ωB97M-V functional and the def2-TZVPD basis", "species": ["C", "O", "C", "C", "C", "O", "H", "H", "H", "H", "H", "H", "H", "H", "H", "H"], "coordinates": [[-2.18528, 1.33836, 0.47449], [-0.78694, 1.25287, 0.37558], [-0.34953, 0.01207, -0.10682], [1.13175, -0.15260, 0.16990], [1.58782, -1.57962, -0.11428], [1.84773, 0.77481, -0.62543], [-2.67722, 1.15273, -0.49336], [-2.58088, 0.61349, 1.20492], [-2.41982, 2.35062, 0.81366], [-0.46147, -0.04769, -1.21747], [-0.92749, -0.80856, 0.34670], [1.32316, 0.10337, 1.21988], [2.66511, -1.66554, 0.04724], [1.37943, -1.84664, -1.15747], [1.08223, -2.30602, 0.53112], [1.37142, 0.80833, -1.46867]], "total_charge": 0, "de_lowest_kcal_mol": 27.39, "total_energy_ha": -308.85451, "homo_ev": -9.935, "smiles": "COC[C@@H](C)O", "gap_ev": 10.926}

***

No. 6
{"formula": "C4H10O2", "method": "the ωB97M-V functional and the def2-TZVPD basis", "species": ["C", "C", "C", "C", "O", "O", "H", "H", "H", "H", "H", "H", "H", "H", "H", "H"], "coordinates": [[0.18210, 0.14492, 0.52504], [-1.59819, -0.56487, 0.18607], [3.00204, -0.16595, -0.40882], [-2.57962, 0.51378, -0.14732], [0.22261, 0.09436, -0.75978], [2.00104, 0.77956, -0.23014], [0.64036, -0.63055, 1.14839], [-0.05157, 1.09026, 1.02344], [-1.64123, -0.93722, 1.21012], [-1.54536, -1.39236, -0.51217], [3.85378, 0.05674, 0.25502], [2.67078, -1.19297, -0.16999], [3.38280, -0.15936, -1.43975], [-2.45571, 1.38367, 0.50102], [-3.60087, 0.14193, 0.00120], [-2.48294, 0.83806, -1.18232]], "total_charge": 0, "de_lowest_kcal_mol": 153.10, "total_energy_ha": -308.65418, "homo_ev": [-9.486, -8.050], "gap_ev": [9.343, 7.635]}

***

No. 7
{"formula": "C4H10O2", "method": "the ωB97M-V functional and the def2-TZVPD basis", "species": ["C", "C", "O", "C", "C", "O", "H", "H", "H", "H", "H", "H", "H", "H", "H", "H"], "coordinates": [[0.04308, -1.43924, 0.59804], [0.68951, -0.38147, -0.31566], [2.09318, -0.19084, -0.13218], [-0.04538, 0.82989, -0.80171], [-0.56502, 1.44470, 0.56034], [-1.23475, 0.61528, -1.55088], [0.24256, -2.50120, 0.48207], [0.21218, -1.09146, 1.57734], [-1.06350, -1.33752, 0.57979], [0.60042, -0.86594, -1.25753], [2.21948, -0.91354, 0.55981], [0.68766, 1.40195, -1.32909], [-0.14621, 1.12014, 1.53428], [-0.81152, 2.53962, 0.50637], [-1.64696, 1.06815, 0.56126], [-1.27475, -0.29852, -1.57225]], "total_charge": 0, "de_lowest_kcal_mol": 57.59, "total_energy_ha": -308.80639, "homo_ev": -9.765, "smiles": "C[C@H](O)[C@H](C)O", "gap_ev": 10.526}

***

No. 8
{"formula": "C4H10O2P", "method": "the ωB97M-V functional and the def2-TZVPD basis", "species": ["C", "C", "C", "C", "O", "O", "P", "H", "H", "H", "H", "H", "H", "H", "H", "H", "H"], "coordinates": [[3.34977, -1.21780, 0.38730], [-2.04185, -0.69298, 0.49986], [-1.70044, 0.89649, -1.52051], [-1.34042, 0.54599, -0.14055], [2.60965, 1.01178, -1.10689], [2.26362, 1.21371, 1.45121], [2.22910, 0.14799, 0.03792], [3.35150, -1.98200, -0.45887], [3.28174, -1.98255, 1.20867], [-1.53956, -0.97875, 1.42046], [-3.09394, -0.49620, 0.98903], [-2.31836, -1.66082, -0.06283], [-1.60982, -0.03342, -2.05211], [-0.84590, 1.58248, -1.81212], [-2.74116, 1.27483, -1.46946], [-1.34475, 1.27890, 0.62629], [1.49080, 1.09235, 2.00259]], "total_charge": -1, "de_lowest_kcal_mol": 91.45, "total_energy_ha": -650.14706, "homo_ev": [-3.228, -2.101], "gap_ev": [6.897, 5.682]}

***

No. 9
{"formula": "C4H10O3", "method": "the ωB97M-V functional and the def2-TZVPD basis", "species": ["C", "C", "C", "O", "C", "O", "H", "H", "H", "H", "H", "H", "H", "H", "H", "H", "O"], "coordinates": [[0.45190, -0.35325, -0.22525], [0.03228, -1.41156, 0.83420], [0.69081, -2.70499, 0.74361], [0.12035, -3.46811, -0.27107], [-0.29166, 0.97074, -0.19667], [0.04686, 2.01831, -1.14091], [1.65179, -0.14480, -0.09970], [0.40623, -0.84597, -1.22570], [-1.13467, -1.47983, 0.59969], [0.19751, -1.04746, 1.90327], [0.69207, -3.22245, 1.72720], [1.82552, -2.43886, 0.66168], [-0.22722, 1.45123, 0.88205], [-1.32983, 0.61496, -0.40005], [-0.41326, 2.89026, -1.11189], [-1.49620, 4.87722, -1.67635], [-1.22248, 4.29453, -1.00411]], "total_charge": -2, "de_lowest_kcal_mol": 29.02, "total_energy_ha": -383.98544, "homo_ev": 0.058, "gap_ev": 6.977}

***

No. 10
{"formula": "C4H10O3", "method": "the ωB97M-V functional and the def2-TZVPD basis", "species": ["C", "C", "C", "C", "O", "H", "H", "H", "H", "H", "H", "O", "H", "H", "O", "H", "H"], "coordinates": [[-1.20251, 2.08373, -1.39176], [-0.23220, 1.55466, -0.66641], [-0.38285, 0.83135, 0.60158], [-1.10036, 1.10196, 1.67771], [0.46295, -0.27776, 0.63871], [-2.24149, 1.94336, -1.09876], [-1.17990, 2.52357, -2.37857], [0.79155, 1.62731, -1.01953], [-0.84442, 0.64522, 2.61537], [-1.67106, 2.01826, 1.74127], [1.27586, -0.03659, 0.22992], [-0.20032, -4.92631, 2.70415], [0.32868, -4.13839, 2.58003], [-0.65141, -5.20912, 1.91636], [2.23828, 0.29017, -2.39242], [2.56698, 0.61137, -3.23827], [2.04220, -0.64280, -2.51937]], "total_charge": 0, "de_lowest_kcal_mol": 55.70, "total_energy_ha": -384.06085, "homo_ev": -8.853, "smiles": "C=CC(=C)O.O.O", "gap_ev": 9.321}

***

No. 11
{"formula": "C4H10O3", "method": "the ωB97M-V functional and the def2-TZVPD basis", "species": ["C", "C", "C", "C", "O", "O", "H", "H", "H", "H", "H", "H", "H", "H", "O", "H", "H"], "coordinates": [[1.13350, 2.11571, -0.60806], [1.18932, 0.73344, 0.00189], [-0.12686, 0.04744, 0.27453], [-0.54660, -0.69298, -0.96351], [0.03352, -0.94651, -1.98287], [-1.72995, -1.35119, -0.70715], [0.77055, 2.82470, 0.10395], [0.54222, 2.23903, -1.52735], [2.14068, 2.42369, -0.92522], [1.84642, 0.79124, 0.88696], [1.78375, 0.11872, -0.67116], [-0.01155, -0.69801, 1.17940], [-0.83932, 0.74885, 0.69111], [-1.66369, -2.05194, -1.38776], [-1.41802, -1.89119, 2.21098], [-1.07699, -1.78170, 1.32155], [-2.02698, -2.62931, 2.10272]], "total_charge": 0, "de_lowest_kcal_mol": 15.92, "total_energy_ha": -384.12424, "homo_ev": -11.066, "smiles": "CCCC(=O)O.O", "gap_ev": 11.648}

***

No. 12
{"formula": "C4H10O3", "method": "the ωB97M-V functional and the def2-TZVPD basis", "species": ["C", "C", "C", "C", "O", "H", "H", "H", "H", "H", "H", "O", "H", "H", "O", "H", "H"], "coordinates": [[-1.50433, 1.29071, 0.59070], [-1.54760, 0.46970, -0.48792], [-0.35167, -0.07728, -1.19440], [-0.45254, -0.59001, -2.45362], [0.87364, 0.18735, -0.67378], [-0.55367, 1.63922, 1.07686], [-2.47528, 1.51443, 1.06001], [-2.50060, 0.35395, -1.08636], [0.46091, -1.03450, -2.81447], [-1.30899, -0.59450, -3.13683], [0.83472, 1.07544, -0.42111], [1.13602, -2.04121, 1.50588], [0.71833, -1.44361, 0.86812], [0.86213, -2.90102, 1.20707], [2.08956, 0.90274, 1.67852], [2.08111, -0.07170, 1.86930], [1.63823, 1.32030, 2.41205]], "total_charge": 0, "de_lowest_kcal_mol": 56.15, "total_energy_ha": -384.06014, "homo_ev": -8.828, "smiles": "C=CC(=C)O.O.O", "gap_ev": 9.352}

***

No. 13
{"formula": "C4H10O3", "method": "the ωB97M-V functional and the def2-TZVPD basis", "species": ["C", "C", "C", "C", "O", "H", "H", "H", "H", "H", "H", "H", "H", "O", "H", "H", "O"], "coordinates": [[1.86756, 1.41262, 1.31208], [1.45200, 0.14837, 0.83577], [0.98184, -0.12040, -0.48692], [0.57791, 0.76891, -1.46976], [0.32113, 0.36335, -2.89440], [2.04427, 1.43654, 2.32387], [1.70650, 2.25343, 0.71723], [1.58500, -0.75373, 1.50240], [1.17758, -1.12454, -0.90991], [0.39221, 1.77118, -1.16816], [-0.11158, -0.55332, -2.97572], [-1.34970, 0.08501, -0.44639], [-2.55833, 0.13415, -1.48425], [-2.27150, -0.26765, -0.64511], [-2.23208, -1.40593, 2.37144], [-0.98083, -1.13284, 3.26230], [-1.66825, -1.84157, 2.99703]], "total_charge": 1, "de_lowest_kcal_mol": 53.06, "spin_multiplicity": 2, "total_energy_ha": -383.70235, "homo_ev": [-14.285, -14.285], "gap_ev": [8.066, 5.572]}

***

No. 14
{"formula": "C4H10O3Pm", "method": "the ωB97M-V functional and the def2-TZVPD basis", "species": ["C", "O", "C", "C", "O", "H", "H", "H", "H", "H", "H", "Pm", "O", "H", "C", "H", "H", "H"], "coordinates": [[-1.36713, -1.69989, 0.61638], [-2.30636, -1.11831, -0.33709], [-2.64790, 0.22646, -0.10880], [-1.66201, 1.25188, -0.67585], [-0.41131, 1.29856, -0.06147], [-1.02013, -2.62954, 0.13049], [-1.95741, -2.04375, 1.49487], [-2.79484, 0.40639, 0.97570], [-3.62501, 0.39634, -0.59106], [-2.17114, 2.23746, -0.61282], [-1.55246, 1.02784, -1.75877], [0.45934, -0.25852, 1.10501], [2.79597, 0.30681, 0.88356], [3.26990, 0.94577, 1.42216], [3.55854, -0.02760, -0.37201], [3.93605, 0.61301, -1.17855], [4.53307, -0.24671, 0.08780], [2.96283, -0.68620, -1.01956]], "total_charge": 1, "spin_multiplicity": 5, "total_energy_ha": -992.13475, "homo_ev": [-11.689, -11.638], "gap_ev": [6.811, 6.914]}

***

No. 15
{"formula": "C4H10O4", "method": "the ωB97M-V functional and the def2-TZVPD basis", "species": ["O", "C", "O", "C", "C", "C", "O", "H", "H", "H", "H", "H", "H", "H", "H", "O", "H", "H"], "coordinates": [[-2.42163, 0.59563, -1.09542], [-1.97924, 0.78095, -0.00272], [-2.55062, 1.48295, 0.99314], [-0.66419, 0.19500, 0.45462], [0.48012, 0.60024, -0.49155], [1.71102, -0.27532, -0.38008], [2.76447, 0.22571, -1.21143], [-3.45925, 1.74207, 0.83165], [-0.41047, 0.42430, 1.48267], [-0.81774, -0.88883, 0.39778], [0.69353, 1.66388, -0.35442], [0.07755, 0.54888, -1.51062], [1.52336, -1.29892, -0.67586], [2.11156, -0.18300, 0.62739], [2.43293, 0.63316, -2.00665], [1.77709, -2.75041, 1.42932], [1.75532, -3.66554, 1.10918], [1.90469, -2.81629, 2.37730]], "total_charge": 0, "de_lowest_kcal_mol": 9.39, "total_energy_ha": -459.37384, "homo_ev": -10.101, "smiles": "O=C(O)CCCO.O", "gap_ev": 10.666}